Here is 2 unconnected molecules or ions with the total composition C6H11NO from the OMol25 dataset. Energies are from the ωB97M-V functional and the def2-TZVPD basis.

Geometry (Å):
C: -1.315 1.455 -0.438
C: -1.657 0.010 0.072
C: -3.120 -0.364 0.374
C: -0.730 -0.854 0.236
O: -0.135 -1.804 0.505
H: -1.990 2.124 0.073
H: -1.365 1.488 -1.636
H: -0.348 1.612 -0.180
H: -3.613 -0.732 -0.449
H: -3.555 0.485 0.759
H: -3.050 -1.169 1.178
H: 2.605 0.039 -2.118
N: 1.873 0.474 -1.431
C: 2.081 0.129 -0.215
C: 3.083 -0.692 0.564
H: 1.261 0.516 0.429
H: 3.375 -0.207 1.505
H: 3.948 -0.902 -0.092
H: 2.651 -1.607 0.863

E_tot, eV: -9935.3144
Spin multiplicity: 1
Highest occupied orbital energy, eV: -8.31
Energy above the lowest of the compared OMol25 structures with the same formula, charge and spin, kJ/mol: 303.0
LUMO level, Eh: 0.0353
SMILES: CC(C)=C=O.[H]/N=C\C
Gap between HOMO and LUMO, eV: 9.27

Here is a molecular structure, C31H44BrEuN3P2 from the OMol25 dataset. Energies are from the ωB97M-V functional and the def2-TZVPD basis.

Geometry (Å):
N: -4.725 4.233 -1.539
C: -3.874 4.842 -0.716
C: -2.488 4.613 -0.748
C: -1.982 3.689 -1.694
C: -2.908 3.021 -2.531
C: -4.264 3.363 -2.439
C: -0.529 3.495 -1.818
Eu: 0.626 3.028 0.160
P: 4.157 1.082 -0.084
C: 0.103 2.263 -2.081
C: -0.425 0.947 -1.807
C: 0.070 -0.176 -2.545
C: -0.108 -1.447 -2.106
C: -0.686 -1.710 -0.760
C: -1.540 -0.596 -0.295
C: -1.353 0.677 -0.759
Br: 0.813 -1.957 0.502
H: 0.090 4.415 -1.873
H: 1.042 2.276 -2.656
H: -1.836 5.136 -0.043
H: -2.591 2.264 -3.256
H: -4.293 5.540 0.010
H: -4.996 2.900 -3.109
H: 0.611 0.004 -3.483
H: -1.928 1.510 -0.327
H: 0.306 -2.296 -2.647
H: -2.231 -0.791 0.525
P: -1.594 -3.344 -0.720
C: 3.104 2.538 0.073
C: 3.737 3.929 0.187
H: 2.557 2.291 1.030
H: 2.499 2.492 -0.885
H: 2.961 4.720 0.200
H: 4.325 4.026 1.109
H: 4.393 4.126 -0.673
C: 3.296 -0.003 -1.306
C: 4.204 -1.172 -1.695
H: 3.046 0.613 -2.184
H: 2.362 -0.382 -0.849
H: 3.813 -1.658 -2.597
H: 5.221 -0.822 -1.917
H: 4.267 -1.942 -0.915
C: 3.819 0.044 1.420
C: 5.080 -0.131 2.264
H: 3.450 -0.931 1.070
H: 3.011 0.512 2.000
H: 4.890 -0.833 3.084
H: 5.914 -0.527 1.667
H: 5.395 0.822 2.702
C: -1.920 -3.732 1.021
C: -1.505 -5.136 1.460
H: -2.996 -3.590 1.185
H: -1.402 -2.979 1.632
H: -2.052 -5.908 0.901
H: -0.425 -5.307 1.338
H: -1.744 -5.261 2.526
C: -0.434 -4.517 -1.449
C: -0.519 -4.749 -2.957
H: -0.609 -5.457 -0.907
H: 0.573 -4.175 -1.166
H: -1.389 -5.371 -3.207
H: -0.580 -3.820 -3.537
H: 0.385 -5.281 -3.282
C: -3.097 -3.096 -1.670
C: -4.358 -2.810 -0.861
H: -3.212 -4.014 -2.270
H: -2.896 -2.273 -2.374
H: -4.334 -1.807 -0.412
H: -5.231 -2.860 -1.529
H: -4.507 -3.548 -0.061
N: -0.157 0.802 7.547
C: -0.168 1.116 6.418
C: -0.184 1.506 5.027
C: -1.025 0.852 4.117
C: -1.014 1.250 2.786
N: -0.231 2.262 2.355
C: 0.547 2.935 3.241
C: 0.604 2.570 4.586
H: -1.672 0.038 4.440
H: -1.641 0.770 2.033
H: 1.130 3.784 2.850
H: 1.253 3.112 5.274

E_tot, eV: -145263.1587
Spin multiplicity: 8
Highest occupied orbital energy (alpha / beta), eV: -12.18 / -12.20
Energy above the lowest of the compared OMol25 structures with the same formula, charge and spin, kJ/mol: 89.9
LUMO level (alpha / beta), Eh: -0.2332 / -0.2297
Gap between HOMO and LUMO (alpha / beta), eV: 5.84 / 5.95
⟨S²⟩: 15.761
Charge: +2

Here is CH3BrO2S in the gas phase from the OMol25 dataset. Energies are from the ωB97M-V functional and the def2-TZVPD basis.

Geometry (Å):
C: 0.317 0.319 0.278
O: -1.671 -0.180 2.530
O: 0.712 -0.299 1.500
S: -0.123 0.059 2.827
Br: 0.262 2.213 2.928
H: 0.950 1.190 0.022
H: -0.721 0.700 0.445
H: 0.360 -0.459 -0.653

E_tot, eV: -86056.7590
Spin multiplicity: 1
Highest occupied orbital energy, eV: -10.39
Energy above the lowest of the compared OMol25 structures with the same formula, charge and spin, kJ/mol: 87.8
LUMO level, Eh: -0.0118
Gap between HOMO and LUMO, eV: 10.07

Here is a molecular structure, C3H9NO3 from the OMol25 dataset. Energies are from the ωB97M-V functional and the def2-TZVPD basis.

Geometry (Å):
C: 0.574 -0.230 0.418
C: -2.013 0.163 -1.106
C: 0.766 0.789 1.493
N: 0.616 -0.044 -0.944
O: -0.896 0.883 -0.655
O: -0.030 -1.349 0.822
O: 2.338 -0.640 -0.084
H: -0.238 -1.859 0.023
H: 2.330 -1.550 -0.411
H: 1.124 0.802 -1.178
H: -2.180 -0.760 -0.528
H: -2.899 0.794 -0.970
H: -1.938 -0.095 -2.169
H: 1.472 0.397 2.226
H: -0.187 0.984 1.985
H: 1.160 1.715 1.079

E_tot, eV: -10885.0565
Spin multiplicity: 1
Highest occupied orbital energy (alpha / beta), eV: -9.23 / -9.23
Energy above the lowest of the compared OMol25 structures with the same formula, charge and spin, kJ/mol: 533.1
LUMO level (alpha / beta), Eh: 0.0217 / 0.0217
Gap between HOMO and LUMO (alpha / beta), eV: 9.82 / 9.82

Here is a molecular structure, C25H32FeN5OPS2Se from the OMol25 dataset. Energies are from the ωB97M-V functional and the def2-TZVPD basis.

Geometry (Å):
Fe: 0.600 -0.181 -0.390
C: 5.099 1.339 0.485
N: 3.849 0.884 1.056
C: 3.246 -0.296 0.984
S: 1.678 -0.404 1.695
N: 3.743 -1.434 0.502
C: 4.923 -1.701 -0.294
H: 5.052 2.421 0.387
H: 5.248 0.917 -0.504
H: 5.947 1.086 1.124
H: 3.297 1.591 1.526
H: 3.099 -2.214 0.586
H: 5.802 -1.216 0.122
H: 4.784 -1.384 -1.331
H: 5.083 -2.777 -0.286
C: -4.540 1.000 -0.840
N: -3.499 1.963 -1.156
C: -3.394 2.944 -0.092
N: -3.111 2.307 1.181
C: -4.153 1.340 1.479
N: -4.289 0.344 0.431
C: -3.160 -0.544 0.370
P: -1.545 0.349 -0.024
C: -2.246 1.343 -1.461
C: -1.800 1.733 1.235
H: -4.589 0.247 -1.631
H: -5.495 1.527 -0.784
H: -4.344 3.478 -0.015
H: -2.598 3.653 -0.330
H: -5.102 1.874 1.579
H: -3.923 0.843 2.424
H: -3.341 -1.303 -0.400
H: -3.043 -1.050 1.334
H: -2.360 0.677 -2.324
H: -1.503 2.109 -1.707
H: -1.054 2.504 1.024
H: -1.614 1.329 2.236
C: 3.817 9.642 1.186
C: 3.080 8.415 0.769
O: 3.490 7.506 0.109
S: 1.411 8.368 1.456
C: 1.011 6.740 0.867
C: 1.061 5.667 1.746
C: 1.001 4.388 1.243
C: 0.885 4.172 -0.139
C: 0.731 5.266 -0.997
C: 0.798 6.546 -0.490
C: 0.918 2.842 -0.597
C: 0.972 1.652 -0.908
H: 4.329 10.082 0.332
H: 4.575 9.335 1.908
H: 3.151 10.365 1.641
H: 1.186 5.835 2.804
H: 1.076 3.536 1.906
H: 0.584 5.106 -2.054
H: 0.715 7.399 -1.144
Se: 1.011 -1.775 -1.905
C: 1.139 -3.650 -1.490
C: 1.872 -4.468 -2.346
C: 2.081 -5.793 -2.015
C: 1.547 -6.308 -0.844
C: 0.772 -5.506 -0.020
C: 0.565 -4.175 -0.336
H: 2.273 -4.054 -3.260
H: 2.666 -6.422 -2.668
H: 1.730 -7.335 -0.576
H: 0.333 -5.921 0.876
H: -0.039 -3.548 0.310

E_tot, eV: -166626.1209
Spin multiplicity: 2
Highest occupied orbital energy (alpha / beta), eV: -10.57 / -10.69
LUMO level (alpha / beta), Eh: -0.1823 / -0.1367
Gap between HOMO and LUMO (alpha / beta), eV: 5.61 / 6.97
⟨S²⟩: 1.106
Charge: +1